# 1
{
  "formula": "C16H39N2O10P",
  "method": "ωB97M-V with the def2-TZVPD basis set",
  "charge": 0,
  "smiles": "CO[P@](=O)(O)OCCC(=O)O.COCCNCCOC.COCCNCCOC",
  "lumo_energy_ev": 0.56,
  "orbital_gap_ev": 9.12,
  "energy_ha": -1836.308323,
  "homo_ev": -8.6,
  "multiplicity": 1,
  "symbols": ["P", "O", "O", "O", "O", "O", "O", "O", "O", "O", "O", "N", "N", "C", "C", "C", "C", "C", "C", "C", "C", "C", "C", "C", "C", "C", "C", "C", "C", "H", "H", "H", "H", "H", "H", "H", "H", "H", "H", "H", "H", "H", "H", "H", "H", "H", "H", "H", "H", "H", "H", "H", "H", "H", "H", "H", "H", "H", "H", "H", "H", "H", "H", "H", "H", "H", "H", "H"],
  "xyz": [[-1.996106, -1.309282, 0.659671], [-0.379072, -6.977642, 5.979128], [-2.117242, -4.398262, 2.537754], [-2.168952, 0.028839, -0.184788], [-2.931538, -0.978793, 1.902283], [1.408557, 0.525440, -1.142127], [1.392828, 7.793990, -4.842241], [0.979118, 1.005457, -3.273832], [-2.796712, -2.383568, -0.168731], [3.706818, 4.590697, -2.395910], [-0.615922, -1.656309, 1.019560], [2.651889, 5.122309, -5.338510], [-1.366967, -4.180522, 5.605088], [0.892505, 6.791912, -5.717679], [-1.099691, -6.220658, 6.941698], [-0.802320, 1.317619, -1.736844], [-2.206359, -3.333750, 4.765899], [3.090494, 3.888700, -4.691029], [1.227831, 5.401031, -5.227446], [2.893490, 3.743818, -3.188344], [0.990874, -6.650136, 5.867619], [2.472512, 8.546399, -5.354520], [-2.066919, -5.260269, 6.285980], [-1.543423, -5.680128, 2.712493], [-2.101140, -3.571458, -0.606406], [-2.952765, -3.960104, 3.593613], [3.229195, 5.909018, -2.219975], [-1.619371, 0.030233, -1.510189], [0.604410, 0.980964, -2.141777], [-0.625570, -4.570104, 5.038280], [-0.985061, -0.844186, -1.666289], [-1.671496, -6.928466, 7.547991], [-1.600375, -4.042438, 0.232268], [-0.412801, -5.687007, 7.605454], [-3.621767, -4.770857, 3.907272], [3.173266, 5.898559, -4.953297], [-2.942186, -2.839017, 5.409362], [1.477037, -6.636491, 6.847477], [2.136445, 5.942350, -2.185912], [-1.366324, -6.098978, 1.720829], [-2.333699, -0.851886, 2.655435], [-0.195548, 6.898673, -5.741570], [1.151762, -5.680553, 5.383179], [1.458445, -7.421158, 5.257964], [3.581910, 6.583497, -3.005813], [-2.439137, -0.024451, -2.222644], [3.186823, 2.724827, -2.927145], [-3.586165, -3.182475, 3.163340], [-2.862746, -4.225360, -1.022866], [3.402145, 7.967972, -5.398530], [1.620519, 1.229086, -0.515005], [2.251138, 8.928812, -6.355372], [2.624050, 9.391271, -4.684948], [-1.383207, -3.328847, -1.388736], [2.587779, 3.047983, -5.178595], [-2.710468, -4.828889, 7.059035], [4.158763, 3.779164, -4.891859], [3.619083, 6.274494, -1.269805], [0.856057, 5.317440, -4.196605], [-2.210791, -6.351119, 3.259026], [-0.817334, 1.871652, -0.800613], [-1.558622, -2.550298, 4.360555], [-2.705310, -5.846573, 5.610931], [1.268089, 6.945957, -6.733790], [0.680781, 4.674230, -5.835805], [1.839930, 3.849585, -2.897756], [-0.579362, -5.631554, 3.225876], [-1.242077, 1.899612, -2.541752]],
  "forces_ev_per_a": [[0.3, 0.2, 0.3], [0.1, 0.1, -0.1], [0.0, -0.1, 0.1], [0.0, -0.1, -0.2], [0.3, 0.0, 0.1], [0.5, 0.1, 0.0], [0.1, 0.0, 0.0], [0.1, -0.1, -0.3], [0.1, -0.1, -0.1], [0.0, 0.1, 0.0], [-0.3, 0.0, -0.2], [0.0, 0.1, 0.1], [0.0, -0.1, -0.1], [-0.2, 0.0, 0.0], [-0.1, -0.1, 0.1], [-0.2, -0.1, 0.0], [0.1, 0.1, 0.1], [0.1, 0.1, -0.2], [0.2, 0.0, 0.0], [0.0, -0.2, 0.1], [0.0, -0.1, 0.0], [0.0, 0.0, 0.0], [0.1, 0.1, -0.1], [0.1, 0.1, -0.2], [-0.2, -0.1, -0.1], [-0.1, 0.1, 0.0], [0.1, 0.0, 0.1], [0.2, 0.1, -0.1], [-0.1, 0.2, 0.0], [0.0, 0.0, 0.0], [0.0, -0.1, 0.1], [0.0, 0.0, 0.0], [0.0, 0.0, 0.0], [0.0, 0.1, 0.0], [0.1, -0.1, 0.1], [0.0, 0.0, 0.0], [0.0, 0.0, 0.0], [0.0, 0.0, 0.0], [0.0, 0.0, 0.0], [0.0, 0.0, 0.0], [-0.3, 0.0, 0.0], [0.0, 0.0, 0.0], [0.0, 0.0, 0.1], [0.0, 0.0, 0.0], [-0.1, 0.0, 0.0], [-0.1, 0.0, 0.1], [0.0, 0.0, 0.0], [0.0, 0.0, 0.0], [0.0, 0.0, 0.1], [0.0, 0.0, -0.1], [-0.3, -0.2, 0.2], [0.0, 0.0, 0.0], [0.0, 0.0, 0.0], [0.0, 0.1, 0.0], [0.0, 0.0, 0.0], [0.0, 0.0, 0.0], [0.0, 0.0, 0.0], [0.0, 0.0, 0.0], [-0.1, 0.0, 0.0], [0.0, 0.0, 0.0], [0.0, 0.1, 0.0], [0.0, 0.0, 0.0], [0.0, 0.0, 0.1], [0.1, 0.0, 0.0], [0.0, 0.0, 0.0], [0.0, 0.1, 0.0], [0.0, 0.0, 0.1], [0.0, 0.2, 0.1]]
}

# 2
{
  "formula": "C16H39NO3P",
  "method": "ωB97M-V with the def2-TZVPD basis set",
  "charge": 1,
  "relative_energy_kcal_mol": 12.0,
  "lumo_energy_ev": -2.18,
  "orbital_gap_ev": 10.36,
  "energy_ha": -1254.605464,
  "homo_ev": -12.5,
  "multiplicity": 1,
  "symbols": ["P", "O", "O", "O", "N", "C", "C", "C", "C", "C", "C", "C", "C", "C", "C", "C", "C", "C", "C", "C", "C", "H", "H", "H", "H", "H", "H", "H", "H", "H", "H", "H", "H", "H", "H", "H", "H", "H", "H", "H", "H", "H", "H", "H", "H", "H", "H", "H", "H", "H", "H", "H", "H", "H", "H", "H", "H", "H", "H", "H"],
  "xyz": [[0.770841, -2.128335, -0.723309], [-5.108831, 1.705847, 2.648178], [2.187729, -2.663404, -0.314059], [2.957021, 1.409163, -1.655120], [1.429247, -2.478259, -3.286753], [-0.453293, -2.468576, 0.538312], [2.240839, 2.366595, 0.403777], [2.839385, -2.269795, 0.942920], [4.340000, -2.284689, 0.742515], [-1.897395, -2.615531, 0.030431], [-0.144160, 3.218477, 0.274140], [-4.193910, 1.423211, 3.696128], [-2.208129, 1.945057, -0.709490], [3.209008, 1.407430, -0.266885], [-2.493603, -1.334294, -0.559638], [-3.320719, 1.039044, -0.174037], [0.768021, 2.000581, 0.199494], [-1.648970, 2.927301, 0.341125], [3.926353, 0.688943, -2.390237], [0.435339, -2.888354, -2.308189], [-2.834548, -0.258627, 0.476980], [-3.265925, 1.101686, 3.223602], [-1.400117, 1.344284, -1.141251], [-2.168377, 3.879128, 0.212986], [1.660878, -1.491170, -3.236325], [0.445920, 1.263444, 0.951397], [0.074248, 3.860512, -0.585234], [-2.611540, 2.524945, -1.543053], [-3.981971, 2.304947, 4.305686], [2.476088, -1.278784, 1.231999], [4.082782, -0.317393, -1.978041], [0.672932, 1.534122, -0.785209], [-1.915367, 2.589469, 1.349881], [-2.502606, -2.913641, 0.889961], [2.507984, -2.988322, 1.691678], [-4.548810, 0.618899, 4.345705], [-3.416024, -1.607230, -1.078688], [-1.838598, -0.904162, -1.329521], [4.810845, -1.509434, 1.345606], [1.085640, -2.644527, -4.224509], [-0.110639, -3.398998, 1.005139], [3.077450, 0.379608, 0.114315], [2.414747, 3.360804, -0.017483], [-0.383907, -1.684398, 1.296949], [0.139445, 3.800782, 1.156365], [4.765452, -3.248168, 1.015825], [0.513247, -3.966011, -2.115767], [-1.976077, -0.059367, 1.134017], [2.490407, 2.432826, 1.466800], [-3.913032, 1.601972, 0.552226], [-4.009990, 0.769951, -0.980829], [4.581554, -2.094042, -0.302811], [-1.949345, -3.446112, -0.677091], [-5.937220, 1.999678, 3.037232], [3.563158, 0.599877, -3.412252], [4.885968, 1.215134, -2.395183], [-3.631775, -0.648605, 1.117274], [0.870564, -0.748184, -0.919074], [4.246948, 1.692689, -0.056945], [-0.605163, -2.667994, -2.571660]],
  "forces_ev_per_a": [[0.2, 0.0, 0.0], [0.0, 0.0, 0.0], [0.0, 0.1, 0.0], [0.0, -0.2, -0.1], [0.0, 0.1, 0.0], [-0.1, -0.2, 0.0], [0.1, 0.0, -0.1], [-0.1, 0.0, 0.1], [0.0, -0.1, 0.0], [0.0, 0.2, 0.1], [-0.1, 0.1, 0.0], [0.0, 0.0, 0.0], [0.1, 0.1, -0.1], [-0.1, 0.0, 0.1], [0.0, 0.0, 0.0], [0.0, 0.1, 0.1], [0.0, -0.2, 0.0], [0.0, 0.0, 0.0], [0.0, 0.1, 0.1], [0.0, 0.0, 0.0], [0.0, -0.1, 0.0], [0.0, 0.0, 0.0], [0.0, -0.1, 0.0], [-0.1, 0.0, 0.1], [-0.1, 0.0, 0.0], [0.1, 0.0, 0.0], [0.0, 0.0, 0.0], [0.1, 0.0, 0.0], [0.0, 0.0, 0.0], [0.0, -0.1, -0.1], [0.0, 0.0, 0.0], [0.0, 0.0, 0.0], [0.1, -0.1, -0.1], [0.0, 0.0, 0.0], [0.1, 0.0, 0.0], [0.0, 0.0, 0.0], [0.0, 0.1, 0.0], [0.1, 0.0, 0.0], [0.0, 0.0, 0.0], [0.1, -0.1, 0.0], [0.0, 0.0, 0.0], [0.0, 0.1, 0.0], [0.0, 0.0, 0.0], [0.1, 0.0, -0.1], [-0.1, 0.0, 0.0], [0.0, 0.0, 0.0], [-0.1, 0.0, -0.1], [0.0, 0.1, -0.1], [-0.1, 0.0, 0.0], [0.0, -0.1, -0.1], [0.0, 0.0, 0.0], [0.0, 0.1, 0.0], [0.0, 0.1, 0.0], [0.0, 0.0, 0.0], [0.0, 0.0, 0.0], [0.0, 0.0, 0.0], [0.1, 0.0, 0.0], [0.0, 0.2, 0.0], [0.0, 0.1, -0.1], [-0.1, 0.0, 0.1]]
}